Record 1
DFT (ωB97M-V with the def2-TZVPD basis set) results for a structure of composition C30H48BrCuN3P2.

Summary:
HOMO energy (spin up / spin down)   -13.545 / -13.545 eV
Spin multiplicity   2
Charge   +2
Orbital gap (spin up / spin down)   6.48 / 4.95 eV
ΔE to the lowest compared entry with this formula, charge and spin   1.594 eV
Total energy   -169601.2936 eV
Expectation value of S²   0.754

Each line ends with the Löwdin spin population.
Cartesian coordinates (Å):
N -5.4497 1.5109 -1.7921  0.00
C -5.0828 1.9366 -0.5742  0.00
C -3.7401 1.8347 -0.0950  0.00
C -2.7390 1.3369 -0.9622  0.00
C -3.1924 0.7746 -2.1815  0.00
C -4.5296 0.9798 -2.5943  0.00
C -1.2942 1.6083 -0.7200  0.01
Cu -0.0816 0.1337 -0.2156  0.04
P 2.4062 -0.7386 0.1806  0.57
C -0.3114 1.3659 -1.7356  0.00
C 0.7582 2.3508 -1.9828  0.00
C 1.3999 2.3419 -3.2487  0.00
C 2.6693 2.8956 -3.3924  0.00
C 3.2738 3.4945 -2.2833  0.00
C 2.5108 3.7960 -1.1358  0.00
C 1.2547 3.2179 -0.9805  0.00
Br 5.0864 3.8200 -2.2706  0.00
H -1.0941 2.4715 -0.0649  0.00
H -0.5455 0.7742 -2.6342  0.00
H -3.4690 2.2352 0.8871  0.00
H -2.4924 0.3017 -2.8704  0.00
H -5.8750 2.3754 0.0413  0.00
H -4.8579 0.7043 -3.6007  0.00
H 0.9324 1.8528 -4.1096  0.00
H 0.6534 3.4735 -0.1155  0.00
H 3.2172 2.8319 -4.3210  0.00
H 2.9255 4.4486 -0.3619  0.00
P -0.8902 -2.0098 -0.3965  0.01
C 3.6002 0.5752 0.6706  0.06
C 4.9737 0.5119 -0.0057  0.01
H 3.7571 0.5058 1.7605  0.00
H 3.0947 1.5333 0.4521  0.02
H 5.6981 1.1209 0.5611  0.00
H 5.3542 -0.5233 -0.0335  0.00
H 4.9490 0.9181 -1.0324  0.00
C 2.1805 -0.3312 -1.5977  0.09
C 3.1448 -0.7984 -2.6879  0.01
H 2.1813 0.7632 -1.5873  0.02
H 1.1704 -0.6727 -1.8746  0.00
H 2.6793 -0.6083 -3.6760  0.00
H 4.0777 -0.2240 -2.6504  0.00
H 3.3372 -1.8776 -2.6117  0.00
C 1.7091 -0.9361 1.8732  0.09
C 2.6246 -1.5673 2.9353  0.01
H 0.7905 -1.5263 1.7915  0.00
H 1.3945 0.0620 2.1912  0.02
H 2.0787 -1.6042 3.8940  0.00
H 2.8932 -2.5958 2.6466  0.00
H 3.5452 -0.9781 3.0944  0.00
C -0.9809 -3.0136 1.1644  0.00
C -1.5121 -4.4399 0.9927  0.00
H -1.6192 -2.4472 1.8668  0.00
H 0.0247 -3.0639 1.6202  0.00
H -2.5163 -4.4480 0.5557  0.00
H -0.8433 -5.0266 0.3574  0.00
H -1.5536 -4.9223 1.9801  0.00
C 0.1696 -3.1399 -1.4458  0.01
C 0.0054 -2.9651 -2.9561  0.00
H -0.0510 -4.1838 -1.1747  0.00
H 1.2118 -2.9385 -1.1529  0.01
H -0.9852 -3.2991 -3.2900  0.00
H 0.1469 -1.9286 -3.2982  0.00
H 0.7451 -3.5798 -3.4863  0.00
C -2.5433 -2.4333 -1.1093  0.00
C -3.7308 -1.8752 -0.3266  0.00
H -2.6271 -3.5365 -1.1616  0.00
H -2.5723 -2.0507 -2.1407  0.00
H -4.6498 -2.0110 -0.9110  0.00
H -3.8903 -2.3681 0.6413  0.00
H -3.6445 -0.7970 -0.1587  0.00
C 0.7154 2.7480 4.7096  0.00
C -0.2129 1.9653 3.8710  0.00
C -1.4094 1.3203 4.1766  0.00
C -1.8420 0.6835 2.9811  0.00
N -0.9247 0.8831 2.0164  0.00
N -0.0001 1.7107 2.5618  0.00
C -3.0684 -0.0974 2.7017  0.00
H 0.3531 3.7811 4.8286  0.00
H 0.7511 2.2978 5.7200  0.00
H 1.7369 2.7711 4.3068  0.00
H -1.8821 1.3143 5.1477  0.00
H 0.7134 2.1342 1.9734  0.00
H -2.8339 -1.1586 2.5762  0.00
H -3.8094 0.0019 3.5068  0.00
H -3.5479 0.2465 1.7724  0.00

Cartesian forces (eV/Å) of the 6 atoms listed first:
N 0.166 0.590 0.429
C 1.077 -0.717 -0.011
C -0.341 0.496 -0.822
C -1.050 -0.422 -0.020
C -0.323 0.828 -0.161
C 0.930 -0.556 0.776



Record 2
DFT (ωB97M-V with the def2-TZVPD basis set) results for a structure of composition C56H44N5O3S2Ti.

Summary:
HOMO energy (spin up / spin down)   -7.707 / -10.646 eV
Spin multiplicity   3
Charge   +1
Orbital gap (spin up / spin down)   5.40 / 8.16 eV
ΔE to the lowest compared entry with this formula, charge and spin   0.555 eV
Total energy   -117164.5353 eV
Expectation value of S²   2.016

Each line ends with the Löwdin spin population.
Cartesian coordinates (Å):
Ti 1.6222 -0.0596 1.8938  1.16
O 0.1993 -3.5181 3.4007  0.00
C 0.6525 -2.3911 3.2628  0.00
N 1.6658 -1.9941 2.4742  0.00
C 2.3101 -2.9734 1.6281  0.00
C 3.2706 -2.2752 0.7012  0.01
C 4.3509 -2.9430 0.1385  0.00
C 5.2084 -2.2554 -0.6991  0.01
C 4.9632 -0.9164 -0.9719  0.00
C 3.8735 -0.3156 -0.3784  0.01
N 3.0503 -0.9761 0.4488  0.01
C 0.0711 -1.2433 4.0752  0.01
C -0.7095 -1.5026 5.1897  0.00
C -1.1820 -0.4309 5.9296  0.01
C -0.8662 0.8617 5.5327  0.00
C -0.0978 1.0369 4.3961  0.01
N 0.3506 0.0045 3.6791  0.01
H 2.8545 -3.7196 2.2170  0.00
H 1.5801 -3.5364 1.0295  0.00
H 4.5150 -3.9858 0.3754  0.00
H 6.0619 -2.7562 -1.1370  0.00
H 5.6012 -0.3431 -1.6287  0.00
H 3.6399 0.7276 -0.5502  0.00
H -0.9187 -2.5311 5.4472  0.00
H -1.7840 -0.5983 6.8131  0.00
H -1.2069 1.7225 6.0898  0.00
H 0.1699 2.0242 4.0359  0.00
C 1.7745 3.8236 -0.2669  0.04
C 2.4190 4.6566 0.6663  0.07
C 2.8634 4.1157 1.8417  0.02
C 2.6623 2.7472 2.1074  0.10
N 1.9329 1.9694 1.2497  0.10
C 1.5484 2.5207 0.0720  0.05
C 3.2825 2.0409 3.1903  0.10
C 4.0421 2.6537 4.2059  0.01
C 4.6837 1.8840 5.1363  0.07
C 4.5704 0.4806 5.0622  0.04
C 3.7958 -0.0630 4.0795  0.04
N 3.1441 0.6819 3.1515  0.08
H 1.4515 4.1906 -1.2306  0.00
H 2.5919 5.7011 0.4457  0.00
H 3.4050 4.7272 2.5483  0.00
H 1.0358 1.8534 -0.6031  0.00
H 4.1188 3.7301 4.2474  0.00
H 5.2725 2.3451 5.9169  0.00
H 5.0701 -0.1630 5.7710  0.00
H 3.6452 -1.1319 3.9954  0.00
C -6.5979 -1.4582 2.6699  0.00
C -5.2812 -1.2159 1.9905  0.00
C -5.1897 -1.2211 0.5993  0.00
C -3.9832 -0.9947 -0.0388  0.00
C -2.8570 -0.7406 0.7305  0.00
C -2.9132 -0.7321 2.1141  0.00
C -4.1286 -0.9746 2.7342  0.00
S -1.3259 -0.4541 -0.1221  0.00
O -0.2746 -0.4381 0.9660  0.02
C -1.5382 1.2397 -0.5895  0.00
C -1.6320 2.2085 0.4352  0.00
C -1.6881 3.5216 0.0974  0.00
C -1.6079 3.9231 -1.2615  0.00
C -1.5932 5.2916 -1.6142  0.00
C -1.4780 5.6725 -2.9209  0.00
C -1.3739 4.7014 -3.9366  0.00
C -1.4000 3.3703 -3.6288  0.00
C -1.5189 2.9464 -2.2828  0.00
C -1.5196 1.5587 -1.9262  0.00
C -1.5957 0.5385 -3.0252  0.00
C -2.8596 0.3810 -3.6795  0.00
C -4.0313 1.0293 -3.2144  0.00
C -5.2281 0.8397 -3.8457  0.00
C -5.3158 0.0047 -4.9778  0.00
C -4.2033 -0.6323 -5.4471  0.00
C -2.9522 -0.4672 -4.8078  0.00
C -1.7943 -1.1392 -5.2759  0.00
C -0.6123 -1.0231 -4.6176  0.00
C -0.5214 -0.2000 -3.4704  0.00
S 1.0459 -0.0742 -2.5996  0.00
O 2.0444 0.5850 -3.4797  0.00
C 1.4501 -1.8247 -2.5776  0.00
C 0.6203 -2.7789 -1.9983  0.00
C 1.0375 -4.0964 -1.9388  0.00
C 2.2720 -4.4868 -2.4596  0.00
C 2.7273 -5.9150 -2.3689  0.00
C 3.0714 -3.5181 -3.0546  0.00
C 2.6725 -2.1898 -3.1123  0.00
H -7.2091 -2.1634 2.1082  0.00
H -7.1630 -0.5280 2.7557  0.00
H -6.4558 -1.8532 3.6746  0.00
H -6.0738 -1.4225 0.0072  0.00
H -3.9236 -1.0157 -1.1218  0.00
H -2.0150 -0.5617 2.6923  0.00
H -4.1797 -0.9878 3.8159  0.00
H -1.6494 1.8887 1.4700  0.00
H -1.7653 4.2846 0.8621  0.00
H -1.6672 6.0326 -0.8280  0.00
H -1.4633 6.7221 -3.1820  0.00
H -1.2713 5.0136 -4.9671  0.00
H -1.3133 2.6322 -4.4145  0.00
H -3.9777 1.6742 -2.3468  0.00
H -6.1161 1.3354 -3.4764  0.00
H -6.2687 -0.1298 -5.4715  0.00
H -4.2611 -1.2792 -6.3134  0.00
H -1.8749 -1.7582 -6.1606  0.00
H 0.2712 -1.5476 -4.9572  0.00
H -0.3513 -2.5031 -1.6107  0.00
H 0.3891 -4.8398 -1.4911  0.00
H 1.8833 -6.6031 -2.3946  0.00
H 3.2644 -6.0920 -1.4345  0.00
H 3.3992 -6.1672 -3.1884  0.00
H 4.0223 -3.8070 -3.4878  0.00
H 3.2881 -1.4371 -3.5850  0.00

Cartesian forces (eV/Å) of the 6 atoms listed first:
Ti 0.103 0.290 -0.381
O 0.046 -0.001 -0.053
C 0.071 -0.143 0.171
N 0.000 0.047 -0.023
C -0.040 -0.164 0.056
C 0.062 -0.125 -0.058



Record 3
DFT (ωB97M-V with the def2-TZVPD basis set) results for a structure of composition C3H4ClN2O2.

Summary:
HOMO energy   -3.544 eV
Charge   -1
Orbital gap   7.13 eV
ΔE to the lowest compared entry with this formula, charge and spin   2.821 eV
Total energy   -22770.5346 eV

Each line ends with the Löwdin charge.
Cartesian coordinates (Å):
C 0.3614 -0.0344 0.3624  -0.64
C 0.0232 -0.3034 -0.9418  -0.46
C -0.7344 -0.0257 1.4207  -0.25
N -1.4855 1.1694 1.1067  -0.05
N 1.5178 -0.5763 -2.0453  -0.02
O -2.7141 1.0092 1.1499  -0.06
O -1.0132 -0.4557 -1.5999  -0.06
Cl 2.0765 0.0483 0.8705  0.51
H -1.3143 -0.8520 1.2701  0.08
H -0.4197 0.1271 2.3982  0.09
H 1.3507 0.2194 -2.5280  -0.09
H 2.3516 -0.3260 -1.4635  -0.07

Cartesian forces (eV/Å) of the 6 atoms listed first:
C 0.090 -0.483 0.339
C 1.757 -1.073 -2.777
C 2.032 1.740 -2.960
N -3.177 0.730 0.571
N -0.781 -2.187 4.498
O 2.244 0.248 -0.306



Record 4
DFT (ωB97M-V with the def2-TZVPD basis set) results for the molecule C22H34N2O4.

Summary:
HOMO energy   -9.236 eV
Structure (SMILES)   CCCCCCCCNC(=O)[C@@H](CCC(=O)OCc1ccccc1)NC(C)=O
Orbital gap   9.92 eV
ΔE to the lowest compared entry with this formula, charge and spin   0.385 eV
Total energy   -34538.2620 eV

Each line ends with the Löwdin charge.
Cartesian coordinates (Å):
C -3.1855 3.7642 3.7666  -0.12
C -2.0278 4.2305 2.8922  -0.27
C -1.3616 3.0986 2.1079  -0.21
C -2.2780 2.4513 1.0594  -0.20
C -2.8588 1.1000 1.4842  -0.21
C -1.8167 -0.0132 1.4182  -0.22
C -2.3886 -1.3783 1.7881  -0.18
C -1.3274 -2.4748 1.6891  -0.17
N -0.9045 -2.6979 0.3252  0.09
C 0.3502 -2.5173 -0.1001  -0.45
O 1.2708 -2.1260 0.5921  0.07
C 0.5461 -2.9424 -1.5750  -0.22
N 0.5336 -4.3951 -1.6409  0.10
C -0.6099 -5.1121 -1.6927  -0.53
O -1.7075 -4.5878 -1.7072  0.05
C -0.3959 -6.6076 -1.7454  0.00
H -1.3542 -7.1020 -1.8734  0.08
H 0.0593 -6.9475 -0.8173  0.08
H 0.2595 -6.8683 -2.5730  0.08
H 1.4136 -4.8651 -1.4990  0.15
H -0.3115 -2.5873 -2.1569  0.16
C 1.8571 -2.3996 -2.1413  -0.12
C 1.7012 -0.9706 -2.6741  -0.07
C 1.1626 -0.0864 -1.5701  -0.51
O -0.0136 0.0837 -1.3635  0.10
O 2.1453 0.4454 -0.8614  0.03
C 1.8063 1.1714 0.3246  -0.09
C 1.7953 2.6592 0.1000  -0.20
C 0.9767 3.2147 -0.8767  -0.04
C 0.9468 4.5842 -1.0687  -0.08
C 1.7302 5.4137 -0.2841  -0.09
C 2.5481 4.8671 0.6896  -0.08
C 2.5841 3.4963 0.8775  -0.04
H 3.2237 3.0730 1.6383  0.11
H 3.1619 5.5096 1.3038  0.10
H 1.7026 6.4833 -0.4308  0.10
H 0.3048 5.0051 -1.8282  0.10
H 0.3552 2.5717 -1.4815  0.11
H 0.8200 0.8357 0.6629  0.11
H 2.5600 0.8902 1.0628  0.14
H 2.6694 -0.5918 -2.9993  0.13
H 0.9959 -0.9581 -3.5061  0.13
H 2.1976 -3.0435 -2.9549  0.12
H 2.6041 -2.4040 -1.3435  0.12
H -1.5924 -3.0549 -0.3278  0.12
H -1.7237 -3.4138 2.0927  0.12
H -0.4365 -2.1926 2.2555  0.12
H -3.2192 -1.6240 1.1225  0.11
H -2.7723 -1.3573 2.8106  0.11
H -1.4153 -0.0611 0.4053  0.09
H -0.9929 0.2148 2.0989  0.11
H -3.2622 1.1654 2.4963  0.10
H -3.6834 0.8450 0.8140  0.11
H -3.0951 3.1386 0.8307  0.11
H -1.7197 2.2974 0.1345  0.10
H -0.4797 3.5098 1.6118  0.09
H -1.0119 2.3420 2.8121  0.11
H -2.3859 4.9883 2.1913  0.11
H -1.2729 4.7026 3.5263  0.10
H -3.5844 4.5972 4.3420  0.07
H -3.9893 3.3554 3.1601  0.06
H -2.8514 2.9974 4.4626  0.07

Cartesian forces (eV/Å) of the 6 atoms listed first:
C 0.152 0.195 -0.124
C 0.082 -0.224 0.100
C -0.094 0.293 -0.173
C -0.014 -0.107 0.213
C 0.250 0.025 -0.195
C -0.436 -0.086 0.047



Record 5
DFT (ωB97M-V with the def2-TZVPD basis set) results for a cluster of 2 separate species, C18H19 in total.

Summary:
HOMO energy   -11.804 eV
Charge   +1
Orbital gap   6.52 eV
ΔE to the lowest compared entry with this formula, charge and spin   2.091 eV
Total energy   -18964.2501 eV

Each line ends with the Löwdin charge.
Cartesian coordinates (Å):
C 2.2045 -1.4995 0.2065  -0.12
C 3.5767 -0.7584 0.2284  -0.16
C 3.3109 0.4161 1.1350  -0.06
C 2.0278 0.4864 1.5759  -0.01
C 1.1611 -0.4809 0.7670  -0.24
C -0.1071 -1.0671 1.4148  -0.18
C -0.7306 -0.4854 2.5267  -0.03
C -2.0568 -0.8024 2.8603  -0.07
C -2.7689 -1.7743 2.1223  -0.07
C -2.0766 -2.4648 1.1047  -0.08
C -0.7488 -2.1499 0.8232  -0.06
H 1.9009 -1.7530 -0.8296  0.11
H 2.2977 -2.3713 0.8042  0.11
H 4.4155 -1.3606 0.6027  0.12
H 3.8495 -0.4652 -0.7920  0.11
H 4.1101 1.1113 1.3664  0.11
H 1.6938 1.0860 2.3878  0.09
H -0.1888 0.2315 3.1684  0.11
H -2.5814 -0.2589 3.6698  0.11
H -3.7971 -2.0111 2.3745  0.10
H -2.6410 -3.1998 0.5169  0.11
H -0.2454 -2.7888 0.0844  0.12
H 0.7980 0.0038 -0.1153  0.04
C 0.3504 0.6600 -1.4926  -0.06
C -0.7945 -0.0266 -1.9738  0.00
C -1.9871 0.5071 -2.3972  0.00
C -2.4850 1.8186 -2.4353  -0.02
C -1.8113 2.9519 -2.0912  -0.02
C -0.4838 3.0267 -1.6305  -0.01
C 0.4523 2.0690 -1.3273  0.00
H 1.2596 0.2818 -1.9950  0.15
H -0.6668 -1.0828 -2.2173  0.13
H -2.6908 -0.2169 -2.7880  0.12
H -3.5156 1.9387 -2.8221  0.14
H -2.3347 3.9180 -2.2180  0.14
H -0.1445 4.0465 -1.4993  0.12
H 1.4477 2.4642 -1.1157  0.13

Cartesian forces (eV/Å) of the 6 atoms listed first:
C 0.007 1.242 -1.020
C -0.680 0.275 -0.423
C -0.954 0.028 0.233
C 1.223 -0.939 -1.631
C 1.110 -2.160 3.362
C 0.580 0.233 0.220



Record 6
DFT (ωB97M-V with the def2-TZVPD basis set) results for a structure of composition C26H34BeClF5N3O4.

Summary:
HOMO energy   -3.552 eV
Charge   -1
Orbital gap   5.82 eV
Total energy   -66686.2038 eV

Each line ends with the Löwdin charge.
Cartesian coordinates (Å):
O -1.1136 -0.2749 0.5318  -0.21
C -1.9213 -1.3858 0.5231  -0.35
C -1.7354 -2.1404 1.8467  -0.16
C -0.7038 -1.7700 2.7095  -0.05
H -0.0788 -0.9229 2.4386  0.09
C -0.4318 -2.5429 3.8313  -0.08
H 0.4370 -2.2929 4.4255  0.10
C -1.2480 -3.6241 4.1461  -0.12
H -1.0421 -4.2231 5.0276  0.09
C -2.3295 -3.9365 3.3287  -0.11
H -2.9736 -4.7715 3.5597  0.09
C -2.5847 -3.1895 2.1857  -0.05
H -3.3968 -3.4146 1.4981  0.11
H -2.9638 -1.0254 0.4767  0.13
C -2.3908 -1.6848 -1.9842  -0.08
C -1.7501 -2.2239 -0.7608  -0.29
H -2.4558 -2.4327 -2.7802  0.07
H -1.7866 -0.8449 -2.3474  0.04
H -3.4038 -1.3161 -1.7565  0.08
C -0.8665 -3.2540 -0.7319  -0.20
C -0.3130 -3.9818 -1.8847  -0.14
H -0.5051 -3.5877 0.2321  0.10
H -0.5275 -5.0518 -1.7638  0.07
H 0.7803 -3.8769 -1.8633  0.06
H -0.7041 -3.6218 -2.8452  0.06
Be -0.0962 0.4170 -0.4659  -0.06
Cl 0.7995 -1.0513 -1.6960  0.53
C 2.3579 0.9388 -2.2686  -0.45
O 1.3457 1.5898 -2.0057  -0.07
N 3.3861 1.4944 -2.9223  -0.20
C 3.1556 2.7655 -3.5536  -0.06
C 4.6956 0.8825 -3.0633  -0.05
H 2.5987 -0.1539 -2.0570  0.05
H 2.1597 3.1202 -3.2789  0.09
H 3.2263 2.6351 -4.6358  0.08
H 3.9247 3.4665 -3.2281  0.08
H 4.7662 0.0119 -2.3984  0.09
H 5.4674 1.6193 -2.8045  0.08
H 4.8540 0.5590 -4.1016  0.08
H -0.9602 2.1300 4.6633  0.08
H 1.2977 3.1898 3.7972  0.09
C -0.8006 1.4235 3.8347  -0.05
C 1.2540 2.4977 2.9442  -0.02
N -0.1325 2.0923 2.7218  -0.16
H -1.7596 1.0353 3.4712  0.09
C -0.7503 2.1807 1.5296  -0.23
O -0.1743 2.0725 0.4104  -0.01
H 1.6530 2.9832 2.0500  0.09
H -1.8501 2.3258 1.6110  0.14
H -0.1758 0.5935 4.2025  0.09
H 1.8506 1.6097 3.2037  0.09
H -2.8687 3.1820 -4.2044  0.09
H -4.4698 4.0495 -2.2135  0.09
C -3.1338 2.2046 -3.7760  -0.03
C -4.4639 3.0141 -1.8380  -0.05
N -3.2775 2.2990 -2.3239  -0.18
H -2.3643 1.4682 -4.0198  0.10
C -2.3679 1.7888 -1.4645  -0.23
O -1.2798 1.2627 -1.7865  -0.01
H -4.4371 3.0184 -0.7423  0.08
H -2.6995 1.8473 -0.4012  0.14
H -4.1026 1.9139 -4.2048  0.09
H -5.3859 2.5201 -2.1846  0.09
F 2.5023 2.2039 0.2225  0.03
C 2.6586 0.9505 0.7217  -0.28
C 1.6834 -0.0200 0.5494  -0.06
C 2.0320 -1.2739 1.0625  -0.26
F 1.2675 -2.3583 0.8180  0.03
C 3.2023 -1.5285 1.8049  -0.14
F 3.3971 -2.7742 2.3105  0.06
C 4.1354 -0.5147 1.9949  -0.16
F 5.2687 -0.7470 2.6930  0.07
C 3.8630 0.7296 1.4232  -0.17
F 4.7566 1.7264 1.5558  0.07

Cartesian forces (eV/Å) of the 6 atoms listed first:
O -0.354 0.682 -0.225
C -0.195 0.129 -0.296
C -0.161 0.294 -0.438
C -0.091 -0.369 -0.210
H -0.151 -0.229 -0.053
C -0.272 0.156 -0.125



Question: Look up the total energy of the first one.
Answer: -169601.2936 eV